Entry 1:
{"formula": "C4H6N2O", "method": "ωB97M-V with the def2-TZVPD basis set", "e_lumo_ev": -1.10, "multiplicity": 1, "molar_mass_g_mol": 98.1, "orbital_gap_ha": 0.266, "relative_energy_kj_mol": 342.22, "species": ["O", "N", "N", "C", "C", "C", "C", "H", "H", "H", "H", "H", "H"], "xyz": [[-0.5369, 1.8926, 0.6837], [-0.4208, 1.0939, -1.4599], [-0.0168, 0.7099, 2.5946], [0.1917, -0.8832, -2.1594], [-0.0315, 0.0108, -0.9224], [0.1482, -0.3010, 0.4103], [-0.1648, 0.8265, 1.2310], [-0.0039, -0.2198, 2.9896], [-0.4747, -1.7389, -2.0473], [1.2450, -1.1646, -2.1501], [-0.4202, 1.4227, 3.1828], [-0.0280, -0.3955, -3.1165], [0.5127, -1.2535, 0.7636]], "forces_ev_per_a": [[0.1, -0.6, -0.5], [0.0, 0.3, 1.4], [-0.2, 0.1, -0.1], [0.1, -0.2, -0.1], [-0.1, 0.3, -0.2], [0.1, -0.1, -0.1], [0.0, 0.0, -0.3], [0.0, 0.2, -0.2], [0.2, 0.0, 0.0], [-0.1, -0.1, 0.0], [0.0, 0.0, -0.2], [0.0, 0.1, 0.4], [0.0, 0.1, -0.1]]}

=====

Entry 2:
{"formula": "C21H31N5O3RuS2", "method": "ωB97M-V with the def2-TZVPD basis set", "e_lumo_ev": [-4.30, -4.37], "multiplicity": 2, "molar_mass_g_mol": 566.7, "orbital_gap_ha": [0.174, 0.166], "relative_energy_kj_mol": 360.37, "total_charge": 1, "species": ["Ru", "S", "S", "O", "O", "O", "N", "N", "N", "N", "N", "C", "C", "C", "C", "C", "C", "C", "C", "C", "C", "C", "C", "C", "C", "C", "C", "C", "C", "C", "C", "C", "H", "H", "H", "H", "H", "H", "H", "H", "H", "H", "H", "H", "H", "H", "H", "H", "H", "H", "H", "H", "H", "H", "H", "H", "H", "H", "H", "H", "H", "H", "H"], "xyz": [[-0.1554, 0.9806, 0.1743], [2.9933, 0.2234, -0.3920], [-0.7446, 0.2122, 2.4571], [1.9994, 1.3141, -0.0628], [0.2098, 2.8842, 1.6229], [2.0481, 4.1351, 1.9841], [-0.4087, 1.0744, -1.8557], [-3.1711, 0.6461, 3.4508], [-0.5118, 4.2829, -0.5188], [-2.1658, 0.9573, 0.0402], [-2.9430, 0.8900, 1.1520], [2.8285, -0.8823, 1.0181], [2.3261, -1.1725, 3.3272], [-4.1357, 0.7147, -1.5152], [0.5446, 1.1016, -2.7847], [2.3751, -2.5458, 3.1475], [-0.8550, -3.1982, -0.5074], [2.5473, -0.3253, 2.2553], [0.2929, 1.0048, -4.1336], [2.8760, -2.2515, 0.8204], [-2.0421, 0.9090, -3.6240], [2.6501, -3.0874, 1.9010], [-1.0433, 0.9078, -4.5564], [4.5855, 0.9981, 0.0472], [-2.3914, 0.6379, 2.3481], [-0.1547, -1.9140, -0.3023], [-2.6800, 0.8846, -1.2039], [0.0573, -4.1744, -1.2786], [-1.3045, -3.8150, 0.8132], [-1.7297, 0.9667, -2.2403], [1.0176, 3.7948, 1.4741], [0.5045, 4.8500, 0.2565], [1.3954, 5.0660, -0.3288], [1.5617, 1.2130, -2.4233], [0.1883, -1.6860, 0.6956], [-0.4683, -5.1036, -1.4797], [-0.2319, 3.4412, -1.0227], [-3.9519, 1.0042, 1.0592], [0.3647, -3.7421, -2.2269], [-2.7092, 0.5865, 4.3427], [0.3405, -1.4669, -1.1545], [5.3705, 0.4829, -0.4952], [-0.4479, -3.9810, 1.4614], [2.4930, 0.7508, 2.3715], [-1.9939, -3.1533, 1.3306], [-1.2692, 0.8330, -5.6083], [-1.3684, 4.1273, -0.0001], [-3.0707, 0.8480, -3.9341], [-4.7595, 0.6117, -0.6324], [4.7605, 0.9471, 1.1160], [1.1019, 1.0067, -4.8434], [-1.7380, -3.0377, -1.1443], [0.1594, 5.7268, 0.8030], [-4.2722, -0.1800, -2.1203], [-4.1021, 1.0293, 3.4385], [2.1117, -0.7546, 4.2973], [3.0735, -2.6513, -0.1630], [-1.7993, -4.7687, 0.6479], [2.6792, -4.1579, 1.7718], [-4.4977, 1.5667, -2.0887], [4.5231, 2.0310, -0.2807], [0.9448, -4.3943, -0.6912], [2.1913, -3.1968, 3.9874]], "forces_ev_per_a": [[-0.9, 0.3, 1.2], [0.9, -0.5, 1.1], [-0.3, 0.2, -0.4], [-1.0, 0.4, 0.0], [-1.8, -4.0, 0.6], [1.4, -0.5, 1.5], [-1.2, -0.6, 0.1], [0.1, 0.2, -0.9], [-1.4, -0.2, -1.7], [0.4, -0.5, -2.4], [-1.3, 0.3, -0.3], [0.1, 0.0, -0.5], [0.0, 0.1, -0.1], [0.2, 0.1, 0.1], [0.7, 0.1, -0.2], [0.0, -0.1, 0.0], [-1.1, -0.1, -0.1], [0.1, 0.2, 0.0], [-0.9, 0.0, -0.1], [0.1, 0.1, 0.0], [-0.3, 0.0, 1.4], [0.0, -0.1, 0.1], [1.0, 0.1, -0.1], [-0.3, -0.2, -0.3], [1.3, -0.5, 0.9], [0.7, 1.7, 0.3], [-0.8, 0.3, 3.2], [0.0, 0.5, 0.1], [-0.1, 0.1, -0.2], [2.0, 0.3, -1.8], [0.0, 4.2, -3.7], [1.4, -1.3, 2.2], [-0.1, 0.2, 0.0], [-0.2, 0.0, 0.0], [0.6, -0.3, -0.2], [-0.1, -0.1, 0.0], [-0.1, 0.3, 0.3], [0.5, 0.0, 0.0], [0.1, 0.0, -0.1], [0.0, 0.0, 0.0], [0.5, -0.3, 0.1], [0.1, -0.1, -0.1], [0.1, 0.0, 0.1], [0.0, 0.1, 0.0], [-0.1, 0.1, 0.1], [-0.1, 0.0, -0.1], [0.3, -0.2, -0.1], [-0.2, 0.0, 0.0], [0.0, 0.0, 0.0], [-0.1, 0.0, 0.1], [0.1, 0.0, 0.0], [0.0, -0.1, 0.0], [0.1, 0.2, -0.2], [-0.1, -0.1, 0.0], [0.0, 0.0, 0.0], [0.0, 0.0, 0.1], [0.0, -0.1, -0.1], [0.0, -0.1, 0.0], [0.0, -0.1, 0.0], [-0.1, 0.0, 0.0], [-0.1, 0.1, -0.1], [0.1, -0.1, 0.1], [0.0, -0.1, 0.1]]}

=====

Entry 3:
{"formula": "C21H43O16", "method": "ωB97M-V with the def2-TZVPD basis set", "e_lumo_ev": 2.49, "multiplicity": 1, "molar_mass_g_mol": 551.6, "orbital_gap_ha": 0.178, "relative_energy_kj_mol": 139.33, "total_charge": -1, "species": ["O", "O", "O", "O", "O", "O", "O", "O", "O", "O", "O", "O", "O", "O", "O", "O", "C", "C", "C", "C", "C", "C", "C", "C", "C", "C", "C", "C", "C", "C", "C", "C", "C", "C", "C", "C", "C", "H", "H", "H", "H", "H", "H", "H", "H", "H", "H", "H", "H", "H", "H", "H", "H", "H", "H", "H", "H", "H", "H", "H", "H", "H", "H", "H", "H", "H", "H", "H", "H", "H", "H", "H", "H", "H", "H", "H", "H", "H", "H", "H"], "xyz": [[0.8136, -4.7513, -1.7230], [1.4771, 0.8130, -3.5016], [-4.0802, 1.8378, -1.8566], [0.4235, 2.2144, -4.7489], [-0.9984, -4.6923, 4.3456], [-1.2541, 0.1034, -0.2681], [-2.8313, 3.5762, -2.5334], [1.1735, -3.2486, -0.2364], [1.0401, 4.0411, 1.2291], [-0.7485, 0.6025, -3.6973], [1.0923, -5.1757, 5.0484], [-3.5315, 3.5046, -0.4693], [0.9009, 4.3554, -0.9662], [0.5557, -3.1194, 4.7302], [1.9839, 2.5839, -0.1443], [-0.5739, -2.9756, -1.6319], [0.7924, 2.4931, 3.0600], [1.5892, -0.2974, -2.6142], [0.5748, -0.7763, 4.2416], [1.2982, 3.7051, -0.0379], [-2.3078, 4.8514, -2.2168], [3.0374, -0.6980, -2.4684], [-0.2299, -2.0450, 4.2234], [0.5014, -5.1169, -3.0377], [0.8393, -6.5752, 5.1054], [-4.0932, 2.8984, 0.6759], [-3.5263, 2.8669, -1.6481], [0.2768, 1.1746, -3.9409], [2.4203, 2.1535, -1.4192], [-4.0013, 3.8205, 1.8589], [0.1146, -4.3610, 4.6654], [0.8742, -2.1188, 0.5956], [0.3533, -3.5946, -1.2134], [1.2371, -6.3847, -3.4022], [-0.7075, 2.8776, -5.2559], [-0.7488, 1.1682, 0.4274], [1.7194, 3.4224, 2.3168], [-0.2315, -6.7607, 5.1482], [2.7275, 1.1155, -1.3381], [-1.4380, 2.1414, -5.5992], [0.9359, -1.1205, -2.9013], [1.6695, 2.2507, -2.2015], [0.8807, -6.6341, -4.4034], [3.4381, -1.0705, -3.4121], [-5.1545, 2.7216, 0.4769], [1.5824, -2.2178, 1.4240], [0.7911, -4.3648, -3.7775], [-1.1719, 3.5045, -4.4967], [3.1118, -1.4612, -1.6910], [0.9756, -7.2617, -2.8038], [-0.4616, 3.4907, -6.1206], [0.1648, 0.0162, 3.6156], [-4.6421, 4.6933, 1.6949], [1.2574, 0.0332, -1.6250], [-2.9996, 4.2273, 2.0194], [-0.3884, 0.9595, 1.4693], [2.0858, 4.1976, 2.9893], [-1.1296, -1.9871, 4.8421], [2.3021, -6.2190, -3.2314], [1.3510, -7.1244, 4.3178], [-3.1051, 5.4735, -1.8034], [3.2776, 2.7643, -1.7162], [-0.1023, -2.1600, 1.0684], [-0.5625, -5.3189, -3.2052], [1.0711, -1.1610, 0.1267], [-0.5784, -2.2444, 3.2093], [2.6037, 2.8700, 1.9936], [-1.4966, 4.8142, -1.4905], [0.7013, -0.3542, 5.2400], [-3.6797, 1.9342, 0.9769], [-1.3473, 2.0994, 0.4573], [3.6392, 0.1249, -2.0762], [1.5624, -1.0231, 3.8447], [0.0136, 3.0905, 3.5423], [-4.3053, 3.3433, 2.7893], [0.2447, 1.7311, 2.5028], [-1.9464, 5.2760, -3.1505], [1.3565, 1.9445, 3.8191], [1.3081, -6.8609, 6.0501], [0.2330, 1.3937, -0.0667]], "forces_ev_per_a": [[0.7, -0.4, 0.6], [1.0, -0.2, -1.0], [-0.2, -0.2, -0.6], [1.5, 1.0, -0.4], [0.0, -0.1, -0.1], [-0.4, 0.6, 1.1], [0.0, -0.6, -1.0], [0.4, -0.3, 0.6], [0.2, 0.6, -0.1], [0.1, 0.3, -0.2], [0.6, 0.2, -0.2], [0.7, 0.7, 0.6], [-0.1, 0.3, 0.0], [1.3, 0.1, 0.1], [0.9, -0.1, 0.9], [-0.4, 0.0, -0.1], [-0.3, 0.2, 1.0], [-0.5, -0.3, 1.0], [0.6, 0.0, 0.1], [-0.3, -0.2, -0.3], [-0.2, 0.5, 0.6], [0.1, -0.3, -0.3], [-1.5, 0.2, -0.1], [-0.8, -0.6, -0.9], [0.1, 0.1, 1.0], [-1.2, -0.9, 0.6], [0.0, 0.0, 1.1], [-1.5, -1.4, 0.1], [0.3, 0.9, -0.3], [0.2, 1.2, 0.0], [-0.9, 0.1, -0.2], [0.5, -0.1, 1.0], [-0.1, 0.7, -0.6], [-0.2, -0.2, 0.6], [-1.3, -0.4, -0.1], [1.0, -2.0, -1.8], [0.3, -1.1, 0.1], [0.1, -0.1, -0.2], [-0.3, 1.0, 0.6], [-0.1, 0.0, 0.2], [0.0, 0.1, -0.2], [0.1, 0.3, 0.7], [0.8, 0.0, -0.3], [0.2, 0.0, 0.1], [0.0, -0.2, -0.1], [0.2, -0.1, -0.1], [0.0, 0.4, 0.4], [0.0, -0.1, 0.1], [-0.1, -0.3, -0.2], [-0.2, 0.3, 0.3], [0.6, -0.1, 0.1], [-0.3, -0.4, 0.0], [0.0, 0.0, 0.1], [-0.6, -0.2, -0.3], [0.1, -0.3, -0.1], [-0.8, -0.4, -0.1], [-0.2, 0.3, -0.1], [0.0, 0.1, 0.0], [0.1, -0.2, -0.7], [-0.2, 0.3, -0.3], [0.1, 0.1, -0.1], [0.1, 0.0, 0.0], [-0.4, 0.1, -0.8], [-0.1, 0.4, 0.4], [-0.6, -0.1, -0.4], [0.2, -0.3, 0.0], [-0.1, 0.1, -0.3], [0.0, -0.2, -0.1], [0.0, -0.2, 0.1], [0.5, 0.0, -0.8], [-0.1, 0.3, 0.2], [0.3, -0.3, -0.7], [0.1, 0.2, 0.0], [0.1, 0.0, 0.2], [-0.1, -0.2, -0.1], [0.6, 0.6, -0.4], [0.0, -0.1, 0.0], [0.0, 0.3, 0.2], [-0.2, -0.3, -0.1], [-0.4, 0.7, 0.4]]}

=====

Entry 4:
{"formula": "C22H34BrF12NO15P2", "method": "ωB97M-V with the def2-TZVPD basis set", "e_lumo_ev": 0.26, "multiplicity": 1, "molar_mass_g_mol": 922.3, "orbital_gap_ha": 0.354, "species": ["Br", "P", "P", "F", "F", "F", "F", "F", "F", "F", "F", "F", "F", "F", "F", "O", "O", "O", "O", "O", "O", "O", "O", "O", "O", "O", "O", "O", "O", "O", "N", "C", "C", "C", "C", "C", "C", "C", "C", "C", "C", "C", "C", "C", "C", "C", "C", "C", "C", "C", "C", "C", "C", "H", "H", "H", "H", "H", "H", "H", "H", "H", "H", "H", "H", "H", "H", "H", "H", "H", "H", "H", "H", "H", "H", "H", "H", "H", "H", "H", "H", "H", "H", "H", "H", "H", "H"], "xyz": [[0.1372, 1.8282, -1.4353], [2.9924, 0.0811, -0.0584], [3.1670, -1.4800, -2.4527], [-3.6433, -0.7224, 5.9622], [-3.7673, 6.8366, -4.4567], [2.8285, -3.2477, -5.3570], [2.3178, -5.3460, -5.1723], [-5.4158, -1.8652, 5.4597], [-5.3037, 0.2391, 4.9671], [-2.0357, 7.2519, -5.6925], [0.0026, 2.1521, 4.9793], [-0.2880, 0.0888, 5.5487], [1.5598, 1.0999, 6.0558], [2.6904, -4.4929, -7.1262], [-3.9277, 6.7578, -6.6136], [5.3106, -2.3031, 3.3506], [1.8415, -0.8435, -3.0550], [3.6506, -0.2975, -1.4717], [-3.3680, 4.1711, -6.1875], [0.0131, -4.6738, -6.7798], [-0.7312, 2.8540, 7.4587], [-1.7814, 4.7909, -4.7013], [2.8618, 1.6478, -0.2069], [-4.3738, -0.7326, 2.6477], [1.7804, -0.6548, 0.2910], [0.2484, -2.9179, -5.3766], [4.2673, -1.3840, -3.6056], [4.1832, -0.0646, 0.9671], [-3.1016, -2.1970, 3.8096], [-0.3838, 0.7230, 8.1306], [3.0683, -2.8721, -1.8172], [-4.0070, -1.2487, 3.6616], [-1.3661, -1.7033, 2.1679], [-2.7754, 4.9889, -5.5475], [-4.6027, -0.8848, 5.0439], [-2.4250, 1.0103, 9.4441], [4.4017, -2.0249, 2.3939], [2.1703, -4.2530, -5.9238], [4.3253, -1.1143, 3.6471], [4.8023, -1.3511, 1.0984], [0.6767, -3.8506, -5.9987], [-2.4508, -2.6594, 2.5990], [-0.3711, 1.7294, 7.2755], [-0.4594, 2.9773, -5.6686], [-1.3534, 3.4187, -4.5313], [-3.1315, 6.4950, -5.5852], [-0.9136, 1.0131, 9.4463], [-0.4673, 2.4283, 1.2768], [2.0161, 2.2919, 0.7550], [-1.4102, -4.4265, -6.9130], [0.6224, 2.6946, 0.2351], [-1.6879, -3.3072, -7.8890], [0.2350, 1.2564, 5.9332], [5.8823, -1.2191, 1.0961], [3.3551, -1.5975, 3.9283], [4.4702, -2.0046, 0.2867], [4.5730, -0.9328, 4.6878], [2.5387, 3.2020, 1.0499], [-0.0529, 2.3581, 2.2827], [0.3918, 3.6517, -5.7656], [-1.0184, 1.5231, 1.0314], [-2.8034, 0.0617, 9.0629], [-3.1981, -2.8081, 1.8205], [-1.8284, -4.2218, -5.9286], [-0.6575, -1.5447, 2.9816], [0.6310, 3.7511, -0.0172], [1.9218, 1.6769, 1.6509], [-1.7823, -0.7344, 1.8947], [-0.5185, 0.2221, 10.0790], [-1.8163, -5.3701, -7.2681], [-2.7937, 1.1526, 10.4596], [-0.0894, 1.9708, -5.4723], [-2.8177, 1.8103, 8.8184], [1.4320, -1.4497, -3.6951], [3.6086, -2.7711, 2.3190], [-0.9980, 2.9714, -6.6155], [-1.2902, -2.3608, -7.5256], [3.6913, -3.5351, -2.2637], [4.1331, -0.6439, -4.2099], [-2.2259, 2.7740, -4.4332], [-1.2316, -3.5220, -8.8553], [-1.1905, 3.2441, 1.2712], [-2.0401, -3.6306, 2.8646], [-0.5095, 1.9636, 9.7924], [-0.8076, 3.4017, -3.5934], [-2.7634, -3.1994, -8.0258], [-0.8235, -2.0966, 1.3088]], "forces_ev_per_a": [[0.1, 0.0, -0.1], [-0.1, 0.0, 0.1], [0.3, -0.6, -0.2], [0.0, 0.0, 0.0], [0.0, 0.0, 0.0], [0.4, 0.0, 0.0], [0.0, 0.0, 0.0], [0.0, 0.0, 0.0], [0.0, 0.0, 0.0], [0.0, 0.0, 0.0], [0.0, 0.0, 0.0], [0.0, 0.0, 0.0], [0.0, 0.0, 0.0], [0.0, 0.0, 0.0], [0.0, 0.0, 0.0], [-0.6, -0.4, 0.5], [0.2, 0.1, -0.1], [-0.5, 0.2, 0.1], [0.0, 0.0, 0.0], [0.0, 0.0, 0.0], [0.0, 0.0, 0.0], [0.0, 0.0, 0.0], [0.0, -0.1, 0.1], [0.0, 0.0, 0.0], [0.0, 0.0, 0.0], [0.0, 0.0, 0.0], [-0.1, 0.2, 0.0], [0.2, 0.1, -0.3], [0.0, 0.0, 0.0], [0.0, 0.0, 0.0], [0.1, 0.2, -0.2], [0.0, 0.0, 0.0], [0.1, 0.2, 0.1], [0.0, 0.1, 0.0], [0.1, 0.0, -0.1], [0.0, 0.0, -0.2], [0.8, 2.0, -0.7], [-0.4, 0.1, 0.1], [-1.6, -3.4, 0.6], [0.0, -0.7, 0.1], [0.1, -0.1, 0.0], [0.1, -0.1, -0.2], [0.0, 0.0, 0.0], [-0.1, 0.2, -0.1], [0.2, -0.3, 0.0], [0.0, -0.1, 0.0], [-0.1, 0.0, 0.3], [-0.2, 0.3, -0.2], [0.1, 0.2, 0.1], [-0.3, 0.0, 0.0], [-0.1, 0.0, 0.3], [0.2, 0.1, 0.0], [-0.1, 0.0, 0.1], [0.0, 0.1, -0.1], [0.2, -0.2, 0.6], [0.3, 0.1, -0.2], [1.1, 2.0, -0.6], [0.0, 0.0, 0.0], [0.0, 0.0, 0.0], [0.0, 0.0, 0.1], [0.2, -0.1, 0.2], [0.0, 0.0, 0.1], [-0.1, 0.1, 0.1], [0.1, 0.1, 0.0], [0.0, -0.1, 0.0], [0.1, 0.0, -0.1], [-0.1, -0.1, -0.1], [0.0, 0.0, -0.1], [0.0, 0.0, -0.1], [0.1, 0.0, 0.0], [0.0, 0.0, 0.0], [0.0, 0.0, 0.0], [0.0, 0.0, 0.0], [-0.2, -0.1, 0.2], [-0.2, 0.3, -0.1], [0.0, -0.1, 0.0], [0.0, 0.0, 0.0], [-0.1, -0.1, 0.2], [0.1, 0.0, 0.0], [-0.1, 0.1, -0.1], [-0.1, 0.0, 0.0], [0.0, 0.0, 0.0], [0.0, 0.0, 0.1], [0.0, 0.0, -0.1], [-0.1, 0.2, 0.0], [0.0, 0.0, 0.0], [0.0, 0.0, 0.0]]}